No. 1
{"formula": "C3H7N3OS", "method": "ωB97M-V/def2-TZVPD", "symbols": ["C", "C", "C", "N", "N", "N", "O", "S", "H", "H", "H", "H", "H", "H", "H"], "xyz": [[-3.48974, -0.66999, 0.07673], [0.97551, 0.93874, -0.22636], [2.27395, 0.26731, 0.20863], [1.02512, 2.21688, -0.42790], [-2.51190, -0.46756, -0.73318], [-0.08499, 0.10104, -0.30523], [-1.86070, 1.33439, 0.96853], [-1.62019, 0.97450, -0.39788], [-3.98588, -1.64990, 0.00038], [-3.72347, 0.15248, 0.86413], [2.11906, 0.09242, 1.29227], [3.12192, 1.00815, 0.20016], [2.30537, -0.59958, -0.29403], [0.23334, 2.72374, -0.79720], [0.12306, -0.81420, -0.79294]], "forces_ev_per_a": [[1.1, 1.4, 0.1], [2.3, 3.2, -0.3], [-1.0, 4.3, 2.9], [0.6, -1.3, 0.3], [-0.5, -0.5, 0.7], [-1.6, -1.6, -1.1], [-0.4, 0.8, 1.3], [0.7, -1.5, -1.2], [-0.2, 0.7, 0.1], [0.1, -1.8, -1.0], [0.1, -0.4, -0.5], [-0.8, -1.1, -0.7], [1.1, -3.3, -1.7], [-0.6, -0.4, 0.1], [-1.0, 1.4, 0.9]], "mulliken_charge": [-0.184, 0.645, -1.088, -0.676, -0.369, -0.300, -0.535, 0.451, 0.271, 0.260, 0.262, 0.283, 0.397, 0.251, 0.332], "e_homo_ev": -9.47, "e_lumo_ev": 0.4, "gap_ev": 9.9, "spin_multiplicity": 1, "largest_force_ev_per_a": 5.3}


No. 2
{"formula": "C3H7N3OS", "method": "ωB97M-V/def2-TZVPD", "symbols": ["C", "C", "C", "H", "H", "H", "H", "H", "H", "H", "N", "N", "N", "O", "S"], "xyz": [[-1.45950, 0.62934, 2.11794], [-0.04842, 0.87792, -0.18168], [-0.23934, -0.65245, -0.27671], [-1.43691, 1.18509, 3.05114], [-2.37903, 0.72043, 1.79961], [-1.09263, -0.50138, 2.20195], [-0.49918, 2.27314, 1.45402], [-1.98217, -0.77607, 0.20064], [1.68356, -1.10894, -0.16267], [-0.36194, -2.90556, 0.03208], [-0.62347, 1.32444, 1.04203], [-1.26361, -1.42779, 0.11876], [0.76386, -1.30579, -0.75784], [0.61220, -2.70073, -0.83692], [1.21980, 1.71588, -0.91621]], "forces_ev_per_a": [[5.6, -2.5, -0.2], [0.9, 0.3, 4.0], [-4.2, -0.3, 1.1], [0.8, 0.0, 0.0], [-5.1, -0.3, -1.5], [-1.1, 2.6, 0.2], [0.7, -0.8, -1.8], [-2.3, 0.6, 0.8], [-2.1, -0.2, -2.2], [3.0, 1.6, -3.2], [-0.1, 0.5, 0.3], [2.8, 1.7, -1.6], [5.9, -2.4, 0.8], [-2.9, 0.0, 3.2], [-1.8, -0.8, 0.3]], "mulliken_charge": [-1.025, 0.106, 0.456, 0.317, 0.440, 0.319, 0.266, 0.248, 0.295, 0.467, -0.188, -0.807, -0.108, -0.529, -0.258], "e_homo_ev": -8.92, "e_lumo_ev": -0.7, "gap_ev": 8.2, "spin_multiplicity": 1, "largest_force_ev_per_a": 6.4}